Entry 1:
22
Properties=species:S:1:pos:R:3:forces:R:3 method="wB97M-V/def2-TZVPD" total_charge=0 multiplicity=2 relative_energy_kcal_mol=72.94 homo_lumo_gap_ev="3.494 / 10.612"
N -0.883 -0.265 -0.216 3.3 2.8 0.0
H -1.119 1.096 -2.523 0.1 -0.2 -0.3
C -1.678 0.989 -0.445 -1.0 0.2 2.4
H 0.762 0.842 -1.359 -1.4 -0.1 -0.1
H -1.261 1.795 0.167 0.6 -0.1 -0.6
H 2.526 -1.693 2.314 0.1 -0.5 0.2
H -2.621 0.852 0.108 0.0 -0.3 -0.4
H -1.306 -1.004 -0.792 -0.6 -1.4 0.2
C -1.963 1.291 -1.880 -0.8 0.3 -0.8
H -0.465 -0.446 0.812 -1.5 0.1 -0.8
H 0.516 -0.841 -1.595 1.1 -0.8 0.4
H 0.796 -2.008 2.830 0.5 -0.3 -0.3
H 2.408 -0.609 -0.081 0.8 0.2 0.4
H 1.953 1.098 0.380 0.2 0.2 -0.4
H -2.273 2.326 -2.097 0.3 0.0 0.6
N 1.082 -0.343 1.611 0.4 -0.5 -1.0
H -2.846 0.714 -2.189 0.6 -0.2 -0.2
H 1.366 -2.364 1.140 -0.1 -0.2 0.2
C 1.637 0.076 0.261 -1.2 -2.1 1.5
H 1.339 0.307 2.347 0.0 0.0 -0.2
C 0.549 -0.089 -0.806 -0.8 1.7 -0.8
C 1.481 -1.725 2.016 -0.5 1.3 -0.1


Entry 2:
24
Properties=species:S:1:pos:R:3:forces:R:3 method="wB97M-V/def2-TZVPD" total_charge=-1 relative_energy_kcal_mol=34.40 homo_lumo_gap_ev=7.548
C 2.525 1.116 1.156 0.0 -0.5 -0.5
H 2.054 0.292 1.850 0.9 1.6 -1.5
N -0.360 0.681 0.750 -0.4 0.7 -1.3
H 2.360 -0.412 -1.838 -0.6 -0.2 2.0
H 0.212 2.400 -0.443 0.0 -2.1 -0.2
H 2.556 1.674 -1.131 -1.2 -1.3 1.6
H -2.393 -0.415 -1.339 0.0 0.0 2.2
H -0.099 0.820 -1.495 0.9 0.6 1.8
C 1.970 0.948 -0.401 -0.9 -0.2 0.3
H -0.418 -1.896 -1.842 -0.2 0.1 0.1
H -0.009 -0.261 1.030 -0.7 0.8 -0.8
H 0.380 -2.709 0.581 -0.1 0.1 0.0
Ga -0.852 -2.661 -0.485 0.5 -0.4 0.3
H 2.189 2.157 1.572 0.8 -1.9 -0.8
C -1.869 0.755 0.671 -0.6 -0.8 0.8
C -2.579 -0.462 -0.173 -1.3 -0.4 0.8
H -2.263 0.649 1.793 0.8 0.2 -2.4
C 0.324 1.230 -0.482 1.2 0.6 0.5
H -2.237 1.815 0.294 1.0 -2.1 0.6
O -2.281 -1.781 0.427 -0.1 2.8 -1.7
H -1.324 -4.157 -0.788 -0.2 -0.2 -0.1
O 2.162 -0.457 -0.852 0.9 2.0 -1.0
H -3.756 -0.309 -0.040 2.2 -0.1 -0.3
H 3.710 0.983 1.186 -2.6 0.4 -0.1


Number 1: calculated total energy -8403.555 eV. Number 2: calculated total energy -63387.059 eV.